DFT (wB97M-V/def2-TZVPD) results for 2 unconnected molecules or ions with the total composition C38H39N3O2.

Results
* lowest unoccupied orbital energy: -0.0326 hartree

Each line ends with the Mulliken charge.
Positions of all 82 atoms, in Å:
H -6.100 0.624 2.299  0.46
H 2.332 3.100 -3.494  0.43
C -2.219 3.881 5.339  -0.30
H -2.907 -0.745 -5.848  0.45
C 3.066 4.030 3.623  -0.25
H 5.257 2.216 0.993  0.36
H -6.442 2.265 0.426  0.37
H -2.922 -0.890 -2.245  0.06
C -3.060 1.106 -3.131  0.54
H -3.947 1.300 -6.827  0.31
N 2.101 5.304 -4.993  0.19
H -1.703 2.425 -5.031  0.12
C 3.409 5.878 -4.735  -1.00
H 0.755 2.399 -1.702  0.79
C 0.086 5.685 -3.648  -0.48
C -0.819 5.249 -2.698  -0.60
H -3.387 -1.525 -0.282  0.36
C -4.317 2.892 6.057  -0.48
C -2.283 1.588 -5.448  -0.48
C -4.504 2.382 4.768  -0.58
C 2.449 3.552 2.445  0.32
C -3.336 0.113 -2.139  -0.24
C 2.012 4.718 -6.320  -0.94
H 2.850 2.520 0.579  0.45
H 2.444 4.462 4.402  0.40
H -1.724 5.831 -2.508  0.43
C -0.552 4.093 -1.905  0.52
O -3.160 2.341 -2.928  -0.71
C -2.681 -0.769 -4.771  -1.01
H -2.828 3.332 1.371  0.51
H 2.767 3.928 -6.458  0.32
H -5.379 1.779 4.529  0.28
C 4.656 2.761 1.720  -0.76
H -5.050 2.690 6.840  0.37
H 6.330 3.207 3.023  0.36
C -2.380 3.361 4.034  0.32
C -0.864 3.609 0.540  1.04
C -1.399 3.524 2.950  0.41
C -3.567 2.641 3.772  0.18
H -3.745 2.248 2.773  -0.02
C 3.288 2.921 1.495  -0.42
H -1.533 -2.567 -4.955  0.38
H 2.207 5.510 -7.056  0.33
C 0.585 3.321 -2.253  -0.66
C 1.459 3.710 -3.249  -0.49
H 4.902 4.373 4.709  0.36
H -4.220 2.554 -5.591  0.26
H -5.022 2.105 -1.624  0.48
C -1.359 3.708 -0.781  -1.20
C -5.544 0.536 1.370  -0.33
H 1.244 3.754 0.057  0.98
C 1.236 4.910 -3.959  -0.11
C 0.529 3.675 0.872  -0.85
H -1.212 -1.687 -3.446  0.27
C 5.253 3.298 2.866  -0.30
H -3.041 4.096 7.323  0.36
H -0.056 6.623 -4.196  0.41
C 1.006 3.654 2.163  -0.09
O 0.422 3.850 4.470  -0.79
C 0.045 3.699 3.294  0.52
C -4.963 1.375 -0.822  -0.23
N -4.106 0.298 -1.011  0.20
H 4.203 5.118 -4.820  0.32
C -1.777 3.462 1.630  -1.02
C -4.021 -0.681 -0.035  -0.26
C -4.700 -0.556 1.146  -0.54
H 1.015 4.299 -6.495  0.25
C -3.470 2.099 -6.246  -1.17
H -4.593 -1.336 1.890  0.41
N -2.608 0.644 -4.360  0.31
H 3.589 6.644 -5.502  0.33
H -1.625 1.007 -6.110  0.43
H -2.436 3.649 -0.931  0.36
C -1.410 -1.570 -4.519  -1.04
H -3.106 2.854 -6.948  0.41
C -3.181 3.664 6.330  -0.64
C 4.448 3.943 3.814  -0.67
C -5.708 1.462 0.342  -0.59
H -1.321 4.445 5.580  0.40
H -3.530 -1.233 -4.248  0.55
H -0.539 -1.096 -4.988  0.28
H 3.458 6.342 -3.745  0.30

Force components x, y, z for each atom (eV/Å):
H 0.1 0.0 -0.2
H -0.3 0.2 0.0
C 0.0 0.0 -0.1
H 0.0 -0.2 0.3
C -0.1 0.1 -0.1
H -0.1 0.2 0.1
H 0.4 -0.1 0.0
H -0.2 0.5 0.2
C 0.1 0.9 -0.4
H 0.1 0.1 0.1
N 0.2 0.8 -0.6
H -0.3 -0.3 -0.1
C -0.3 -0.2 0.0
H 0.0 0.1 -0.1
C 0.9 -0.6 -0.5
C -0.2 -0.5 1.0
H 0.0 0.2 0.1
C 0.2 0.1 -0.1
C 0.5 -0.3 0.7
C 0.2 0.3 0.1
C 1.3 -0.1 -0.1
C -0.1 -0.7 -0.2
C -0.1 0.1 0.4
H 0.2 0.0 0.3
H 0.3 0.0 -0.3
H 0.3 -0.2 0.0
C 1.4 0.1 -2.0
O -0.2 -0.8 -0.2
C -0.3 0.6 0.2
H 0.2 0.1 0.1
H -0.1 0.0 -0.1
H 0.1 0.2 0.1
C -0.1 0.3 0.1
H 0.2 0.1 -0.2
H -0.4 0.0 0.0
C -1.0 -0.2 0.7
C -0.8 0.0 -2.4
C 0.1 0.0 -1.1
C 0.2 0.0 0.2
H 0.1 -0.1 0.3
C 0.0 0.0 0.4
H 0.1 0.1 0.1
H -0.1 -0.2 0.0
C -0.6 0.3 0.6
C -0.1 0.7 -0.5
H -0.2 -0.2 -0.2
H 0.2 0.0 -0.1
H 0.2 -0.3 0.1
C 0.1 0.4 3.0
C -0.2 0.0 -0.1
H -0.2 0.0 0.2
C -0.6 -0.5 0.7
C 1.2 0.2 1.0
H 0.0 0.1 -0.2
C -0.3 0.1 0.0
H 0.0 -0.2 -0.3
H -0.1 -0.4 0.2
C -0.7 0.0 -0.9
O -0.6 -0.3 -1.7
C 0.1 0.0 1.1
C 0.2 -0.6 0.2
N 0.3 0.2 -0.2
H 0.1 0.1 0.1
C -0.3 0.0 1.4
C -0.3 0.6 -0.1
C -0.2 0.1 0.0
H 0.2 0.1 0.0
C -0.2 0.0 0.0
H 0.0 0.1 0.0
N -0.2 -0.1 -0.1
H 0.2 -0.1 0.2
H 0.0 0.4 0.1
H 0.1 0.0 0.1
C 0.0 0.0 -0.1
H -0.2 0.0 0.0
C -0.3 -0.3 -0.4
C 0.0 -0.3 -0.5
C 0.2 -0.1 0.1
H -0.4 -0.2 -0.1
H 0.2 0.1 -0.3
H -0.2 -0.1 0.1
H -0.1 -0.1 -0.2